[1]
Here is a molecular structure, C31H90F3NiO22S17 from OMol25. Energies are from wB97M-V/def2-TZVPD.

max |F| = 4.98 eV/A
HOMO-LUMO gap (alpha / beta) = 7.69 / 7.69 eV
total charge = -1
multiplicity = 3
calculated total energy = -11467.26725 Eh

```
164
Properties=species:S:1:pos:R:3:forces:R:3
Ni 14.080 16.419 15.061 -0.15 -0.30 0.95
S 14.192 18.750 13.910 -1.59 4.18 -1.08
O 13.502 18.503 15.201 -0.74 -1.11 0.74
O 15.151 19.829 14.060 0.92 0.38 0.27
O 14.877 17.492 13.619 1.55 -2.43 -1.03
O 13.227 19.130 12.848 0.33 -0.84 0.59
C 16.886 12.950 16.102 -0.48 0.58 -2.08
F 17.794 12.069 15.683 0.11 -0.60 0.19
F 15.817 12.282 16.597 0.94 0.36 0.33
F 17.487 13.725 16.999 -0.71 -0.44 0.49
S 16.345 14.025 14.611 0.49 -0.63 -0.42
O 17.319 15.077 14.632 0.26 0.19 0.08
O 16.318 13.242 13.386 0.55 -0.58 0.49
O 14.999 14.360 15.005 -1.36 1.08 0.68
C 19.379 15.608 11.621 -0.41 0.09 2.24
S 18.336 15.863 10.256 -0.04 1.22 -1.86
O 18.140 14.534 9.602 -0.07 -0.48 0.07
C 16.818 16.246 11.130 0.16 -0.30 -0.27
H 20.439 15.593 11.449 0.33 0.03 -0.69
H 19.054 14.659 12.058 0.08 0.03 0.22
H 19.195 16.422 12.355 0.08 -0.44 -0.38
H 16.781 17.300 11.399 0.15 -0.15 0.37
H 16.785 15.540 11.951 -0.39 0.14 0.47
H 15.999 16.072 10.427 0.24 -0.12 -0.05
C 18.608 10.326 12.978 -1.02 -0.15 -1.45
S 19.856 11.601 13.024 0.80 -0.22 -0.08
O 21.080 10.997 13.686 -0.59 0.31 -0.25
C 20.312 11.663 11.277 -0.06 0.47 -1.08
H 18.810 9.515 12.238 0.26 0.48 0.81
H 17.672 10.808 12.591 0.67 -0.15 0.59
H 18.448 9.983 13.996 0.06 -0.07 -0.02
H 19.556 12.070 10.553 0.30 -0.43 1.03
H 20.661 10.684 10.923 -0.22 0.14 0.31
H 21.157 12.366 11.228 -0.17 -0.21 0.20
C 12.909 13.453 17.373 -0.37 -0.34 -0.85
S 11.721 14.810 16.985 -1.39 -3.62 2.93
O 12.512 15.819 16.366 2.81 3.62 -1.93
C 10.784 14.004 15.761 -0.55 -0.76 -0.64
H 12.439 12.614 17.891 -0.38 0.18 -0.13
H 13.639 13.879 18.052 0.26 0.28 -0.12
H 13.361 13.045 16.434 -0.29 0.67 0.78
H 10.044 14.698 15.355 0.02 0.07 0.27
H 10.295 13.160 16.280 0.15 0.22 -0.42
H 11.444 13.681 14.955 -0.02 -0.19 0.12
C 12.263 10.062 12.908 -0.40 -1.01 -0.52
S 13.071 11.071 14.094 -0.06 0.27 0.95
O 12.495 10.635 15.409 0.40 0.13 -0.23
C 14.688 10.327 13.914 0.08 -0.93 0.39
H 12.478 10.433 11.921 0.14 0.20 -0.55
H 11.191 10.160 13.090 0.13 -0.10 0.01
H 12.598 9.005 12.966 -0.36 0.61 0.17
H 14.559 9.230 13.830 0.15 0.54 -0.23
H 15.211 10.489 14.843 0.13 0.33 0.37
H 15.280 10.774 13.123 -0.17 0.00 -0.27
C 15.182 7.225 19.334 -0.97 -0.05 0.56
S 16.850 7.757 19.149 0.68 -0.10 -0.97
O 17.646 6.633 18.556 -0.25 0.00 0.50
C 16.554 8.836 17.770 -1.14 1.34 -0.56
H 14.509 8.010 19.708 0.47 0.03 -0.26
H 15.221 6.481 20.100 0.04 -0.59 0.67
H 14.779 6.731 18.465 0.08 0.06 -0.63
H 15.855 9.638 18.118 0.30 -0.65 -0.31
H 16.140 8.344 16.847 0.40 0.14 1.12
H 17.472 9.356 17.526 0.35 -0.14 -0.11
C 13.223 17.817 21.597 -0.02 1.39 -0.69
S 14.187 17.163 20.232 0.16 1.83 -0.53
O 14.255 15.707 20.341 0.06 -1.74 0.40
C 12.950 17.483 18.998 -0.07 -0.87 -0.14
H 12.881 18.841 21.302 0.15 -0.81 0.04
H 13.959 18.015 22.362 -0.27 -0.53 0.84
H 12.352 17.192 21.797 0.32 -0.08 0.37
H 12.237 16.687 19.202 -0.77 0.31 0.40
H 13.329 17.118 18.049 0.42 0.80 -0.38
H 12.559 18.504 19.038 0.10 -0.35 -0.27
C 19.504 15.530 18.201 1.89 -0.55 0.05
S 19.661 16.999 19.119 1.34 0.45 -0.05
O 19.254 18.049 18.145 -0.25 0.86 0.20
C 18.404 16.745 20.337 -0.87 1.51 -0.09
H 19.766 14.734 18.899 -0.66 -0.44 -0.06
H 20.382 15.523 17.515 -0.78 0.16 0.00
H 18.556 15.512 17.704 -0.43 -0.31 -0.13
H 17.427 16.769 19.830 0.20 -0.48 0.38
H 18.455 17.610 21.018 -0.03 -0.17 -0.27
H 18.648 15.886 20.928 -0.13 -0.74 0.07
C 15.392 10.097 8.792 -0.93 -0.66 -0.19
S 16.451 10.321 10.174 1.74 -0.40 0.02
O 17.767 9.650 9.761 -1.35 0.85 0.60
C 16.683 12.094 9.998 0.50 0.14 0.28
H 15.456 9.029 8.584 -0.23 -0.03 0.02
H 15.736 10.619 7.922 0.31 0.47 -0.41
H 14.359 10.382 9.039 0.29 -0.07 -0.06
H 17.064 12.539 10.914 -0.06 -0.21 0.28
H 15.744 12.607 9.776 0.15 -0.15 -0.28
H 17.487 12.244 9.269 -0.54 0.02 -0.25
C 13.655 14.031 11.702 0.39 0.26 0.50
S 12.489 15.233 12.313 -0.24 0.22 -1.13
O 12.761 15.604 13.722 0.04 0.02 0.77
C 12.956 16.610 11.257 0.33 0.03 0.03
H 13.395 13.993 10.656 0.00 -0.42 -0.42
H 13.510 13.108 12.246 -0.26 -0.31 -0.11
H 14.700 14.298 11.836 0.04 0.35 0.02
H 12.621 17.495 11.805 -0.44 0.11 -0.36
H 12.504 16.435 10.269 -0.01 0.27 0.39
H 14.033 16.798 11.171 -0.13 -0.51 0.11
C 13.260 12.128 20.690 -1.04 0.81 0.63
S 14.413 11.225 21.679 -0.22 -0.87 -0.07
O 14.359 9.867 21.038 0.30 -0.03 0.42
C 15.846 12.029 20.992 0.48 0.13 0.35
H 12.303 11.575 20.739 0.41 0.44 0.24
H 13.593 12.069 19.670 0.28 0.17 -0.41
H 13.178 13.182 21.059 -0.06 -0.81 -0.50
H 15.652 13.100 21.029 0.12 0.11 -0.26
H 15.862 11.621 19.983 0.34 0.28 -0.16
H 16.774 11.812 21.550 -0.55 -0.15 -0.27
C 10.186 18.462 14.020 1.27 -0.25 -0.95
S 9.172 18.203 15.411 -0.84 0.84 0.31
O 8.869 16.768 15.529 -0.26 -1.39 0.04
C 10.370 18.529 16.651 0.98 -0.16 0.50
H 9.620 18.125 13.144 0.22 -0.14 0.19
H 11.214 18.007 14.091 -1.07 0.32 -0.04
H 10.287 19.536 13.917 0.25 0.30 -0.02
H 9.911 18.362 17.612 -0.60 0.63 0.41
H 10.837 19.518 16.517 -0.16 -0.47 0.22
H 11.099 17.715 16.653 0.39 0.26 -0.69
C 16.186 19.260 17.572 -0.95 0.29 -0.84
S 16.563 17.572 17.098 0.57 -0.84 1.57
O 15.320 16.806 16.729 -0.84 -0.10 -0.62
C 17.537 17.842 15.661 0.00 0.46 -0.60
H 16.937 19.611 18.292 -0.34 -0.17 -0.28
H 15.134 19.335 17.883 0.44 -0.40 0.52
H 16.146 19.821 16.647 0.41 0.52 -0.24
H 18.153 16.944 15.555 -0.16 0.36 -0.22
H 18.143 18.736 15.858 -0.06 -0.33 -0.12
H 16.852 18.008 14.808 0.41 -0.10 0.28
C 14.941 21.254 10.803 -0.36 -0.82 0.29
S 16.146 19.923 10.792 0.00 -0.22 -1.33
O 16.795 20.042 9.431 -0.18 -0.38 0.38
C 17.358 20.621 11.882 -0.16 0.25 1.60
H 15.503 22.123 10.494 -0.13 0.44 -0.01
H 14.581 21.253 11.831 -0.21 0.42 0.06
H 14.099 21.011 10.114 0.84 0.08 0.46
H 17.838 21.403 11.331 -0.08 0.94 -0.24
H 18.173 19.916 12.024 -0.22 -0.53 0.14
H 16.918 20.912 12.882 0.46 -0.31 -1.20
C 22.063 20.055 14.677 0.17 0.09 0.98
S 20.834 18.922 14.092 -0.56 0.27 -1.23
O 21.281 18.468 12.728 -0.06 -0.02 0.64
C 21.092 17.619 15.238 0.13 -0.87 0.21
H 22.095 20.884 13.967 0.21 -0.14 0.25
H 23.006 19.539 14.844 0.25 0.03 -0.59
H 21.773 20.373 15.688 -0.24 0.27 -0.34
H 20.818 17.939 16.248 -0.37 -0.12 -0.19
H 22.118 17.271 15.267 0.30 0.05 -0.21
H 20.486 16.774 14.862 0.08 0.39 0.47
C 21.823 12.374 16.482 0.00 -2.05 0.67
S 21.828 13.685 15.340 -0.76 1.43 0.35
O 22.093 14.860 16.247 -0.11 0.31 -0.32
C 23.365 13.332 14.605 0.39 -2.07 -1.12
H 21.696 11.406 15.945 -0.37 0.68 0.36
H 21.017 12.569 17.235 0.73 -0.24 -0.74
H 22.819 12.314 16.950 -0.43 0.35 0.15
H 23.340 12.284 14.215 -0.06 0.76 0.28
H 24.117 13.428 15.343 0.78 0.05 0.98
H 23.629 13.969 13.793 -0.25 0.72 -0.62
```
Forces are in eV/Å.


[2]
Here is a molecular structure, C18H13N5OSr from OMol25. Energies are from wB97M-V/def2-TZVPD.

max |F| = 0.49 eV/A
HOMO-LUMO gap = 5.31 eV
total charge = 0
multiplicity = 1
calculated total energy = -1073.41358 Eh

```
38
Properties=species:S:1:pos:R:3:forces:R:3
Sr -0.872 -1.718 -0.310 -0.34 0.04 0.01
C 4.102 -3.671 0.290 0.08 0.01 0.03
C 2.831 -3.923 -0.184 -0.13 -0.09 0.23
C 1.886 -2.908 -0.252 0.15 0.15 0.00
C 2.190 -1.555 0.066 -0.06 0.05 0.04
C 3.473 -1.359 0.644 -0.24 0.02 -0.09
C 4.391 -2.382 0.737 0.04 -0.02 0.02
N 1.245 -0.577 -0.141 0.16 -0.06 -0.06
C 1.634 0.777 -0.204 0.01 -0.08 -0.07
C 2.860 1.167 -0.768 -0.16 -0.12 0.05
C 3.273 2.485 -0.836 0.02 0.00 -0.02
C 2.448 3.492 -0.358 0.02 0.07 0.01
C 1.198 3.164 0.132 -0.02 -0.05 0.00
C 0.781 1.836 0.188 0.04 0.05 -0.14
N -1.243 0.400 0.248 0.01 0.27 0.16
N -2.415 1.153 0.397 0.00 -0.17 -0.01
C -3.616 0.593 0.175 0.04 0.14 0.01
C -4.818 1.313 0.308 -0.01 -0.05 -0.01
C -5.990 0.654 0.055 -0.01 0.00 0.00
C -5.962 -0.697 -0.321 0.00 0.06 0.01
C -4.740 -1.310 -0.425 0.04 -0.05 -0.02
N -3.559 -0.705 -0.191 -0.12 -0.05 0.02
H 4.846 -4.454 0.339 -0.02 -0.01 0.00
H 2.555 -4.926 -0.488 -0.02 0.01 -0.02
H 0.898 -3.204 -0.601 0.30 -0.17 -0.34
H 3.712 -0.367 0.996 0.14 -0.03 0.04
H 5.364 -2.179 1.169 -0.01 0.04 0.00
H 3.490 0.381 -1.160 0.10 0.07 -0.04
H 4.234 2.728 -1.270 0.01 -0.03 0.00
H 2.761 4.527 -0.391 0.00 0.00 0.00
H 0.514 3.934 0.466 -0.01 -0.01 0.00
H -4.783 2.353 0.602 0.02 0.00 0.00
H -6.932 1.178 0.148 -0.01 -0.01 0.00
H -6.870 -1.246 -0.527 0.00 -0.01 0.00
H -4.685 -2.354 -0.717 0.01 0.00 0.00
O -1.987 3.481 0.896 -0.01 -0.02 0.01
C -1.684 2.336 0.686 0.00 0.09 -0.11
N -0.530 1.583 0.602 -0.02 -0.07 0.27
```
Forces are in eV/Å.


[3]
Here is C9H12BNS in the gas phase from OMol25. Energies are from wB97M-V/def2-TZVPD.

max |F| = 4.11 eV/A
HOMO-LUMO gap (alpha / beta) = 6.72 / 7.74 eV
total charge = 0
multiplicity = 1
calculated total energy = -827.73753 Eh

```
24
Properties=species:S:1:pos:R:3:forces:R:3
B -2.030 -0.478 -0.228 1.26 1.79 0.83
C 3.379 -1.720 -0.051 1.28 0.48 0.36
C 3.914 -0.436 -0.083 0.29 -0.55 0.27
C 2.043 -1.991 0.134 -0.92 -1.02 -1.52
C 3.113 0.642 0.040 -2.23 -1.00 -0.19
C 1.253 -0.900 0.145 -0.85 2.47 0.85
C 1.715 0.429 0.179 0.66 -0.07 -0.76
C -1.320 0.915 -0.509 -1.50 0.28 -0.90
C -0.482 1.488 0.685 1.60 -3.39 -1.69
C -4.897 -0.634 -0.034 -1.48 -1.43 -0.24
N 0.924 1.545 0.231 -2.12 -0.48 2.15
S -3.282 -1.403 0.403 -0.38 -1.70 0.36
H 4.145 -2.417 -0.154 0.64 -1.89 -0.14
H 4.982 -0.263 -0.151 0.01 -0.35 -0.22
H 1.511 -2.946 -0.088 1.05 0.40 0.70
H 3.461 1.608 -0.132 0.59 1.66 0.18
H -0.739 0.655 -1.403 0.68 0.33 0.40
H -1.894 1.798 -0.884 -0.47 -0.83 0.19
H -0.709 2.468 0.939 -0.99 1.65 0.44
H -0.640 0.798 1.544 0.60 0.65 -0.29
H -5.874 -1.306 0.008 2.46 0.90 -0.10
H -4.639 -0.390 -1.063 -0.98 0.77 0.17
H -5.040 0.139 0.696 -0.15 0.81 -0.30
H 1.105 2.398 -0.224 0.95 0.53 -0.54
```
Forces are in eV/Å.


[4]
Here is 2 unconnected molecules or ions with the total composition C3H7IN from OMol25. Energies are from wB97M-V/def2-TZVPD.

max |F| = 3.47 eV/A
HOMO-LUMO gap = 9.13 eV
total charge = +1
multiplicity = 1
calculated total energy = -470.61179 Eh

```
12
Properties=species:S:1:pos:R:3:forces:R:3
C -0.208 -2.115 -0.247 -0.83 -1.54 0.81
C 0.202 -0.936 0.164 2.77 1.51 1.43
C -0.525 0.268 0.355 -2.66 -1.15 -1.56
N -0.053 1.366 0.778 0.55 2.61 1.13
I -2.531 0.378 -0.254 0.21 -0.10 0.09
H 0.351 -3.058 -0.177 0.29 0.83 -0.38
H -1.261 -2.287 -0.418 -0.17 0.20 -0.44
H 1.222 -0.667 0.532 -0.30 -1.24 -0.59
H 1.615 1.461 -1.306 -0.73 0.62 -0.09
H -0.748 2.169 0.697 1.75 -0.93 0.66
H 0.951 1.522 1.114 -1.91 -0.31 -0.69
H 0.984 1.898 -1.237 1.04 -0.52 -0.37
```
Forces are in eV/Å.


[5]
Here is a molecular structure, C43H53LuN4O5PS2Si from OMol25. Energies are from wB97M-V/def2-TZVPD.

max |F| = 2.50 eV/A
HOMO-LUMO gap (alpha / beta) = 6.43 / 6.43 eV
total charge = -1
multiplicity = 1
calculated total energy = -4928.60118 Eh

```
110
Properties=species:S:1:pos:R:3:forces:R:3
Lu 0.039 -0.130 0.005 1.96 -1.27 -0.87
S -1.156 0.447 2.195 -0.38 0.46 0.41
C -1.603 1.867 1.290 -1.05 -0.79 2.12
N -2.659 2.460 1.721 0.02 0.82 -0.41
N -2.954 3.663 0.994 -0.02 0.14 -0.25
C -4.153 3.673 0.298 0.22 -0.10 -0.34
C -4.757 2.492 -0.130 -0.06 -0.27 0.03
C -5.908 2.532 -0.901 0.06 0.19 0.02
C -6.463 3.746 -1.275 -0.19 -0.06 -0.12
C -5.849 4.926 -0.877 0.03 -0.10 0.00
C -4.702 4.892 -0.109 -0.12 0.21 0.10
N -0.845 2.378 0.204 -0.70 0.26 -0.66
N -1.056 1.726 -0.852 0.60 1.30 0.09
C -0.408 2.374 -1.971 0.22 0.13 -1.06
C 0.794 1.890 -2.469 0.67 0.28 0.36
C 1.380 2.513 -3.563 -0.31 0.22 -0.03
C 0.764 3.600 -4.167 0.07 -0.04 -0.12
C -0.444 4.071 -3.674 0.05 0.00 -0.04
C -1.029 3.457 -2.580 -0.43 0.00 0.48
H -2.874 4.473 1.591 0.15 -0.07 0.17
H -4.321 1.543 0.147 0.03 -0.01 0.08
H -6.365 1.603 -1.213 -0.03 -0.03 -0.02
H -7.361 3.772 -1.880 -0.01 0.02 -0.01
H -6.264 5.880 -1.175 -0.01 0.04 -0.01
H -4.219 5.820 0.177 0.04 -0.02 0.05
H 1.267 1.005 -1.971 -0.28 0.48 -0.67
H 2.322 2.139 -3.942 0.05 -0.01 0.03
H 1.224 4.082 -5.022 -0.01 0.01 -0.01
H -0.933 4.918 -4.136 -0.03 0.03 -0.01
H -1.973 3.817 -2.183 -0.01 0.02 0.00
O 0.891 -0.536 -1.704 -1.02 -0.51 0.52
C 6.992 0.313 2.527 0.10 0.21 -0.34
C 5.631 -0.227 2.955 0.51 -0.34 0.88
C 5.220 -1.381 2.072 -0.23 -0.22 -0.29
C 5.755 -0.735 4.394 -0.11 0.05 0.21
O 4.650 0.789 3.019 0.16 0.51 -0.56
Si 3.957 1.667 1.801 -1.35 -0.45 -0.02
S 2.315 0.667 1.023 0.44 0.04 0.17
O 3.372 3.056 2.476 0.64 -0.27 0.12
C 4.076 4.051 3.205 -0.36 0.74 0.30
C 3.023 4.711 4.095 -0.21 -0.03 0.08
C 5.196 3.529 4.094 0.22 -0.32 -0.07
C 4.624 5.099 2.242 0.17 -0.04 -0.29
O 5.112 2.006 0.682 -0.08 -0.06 0.32
C 4.955 2.338 -0.693 0.82 0.27 -0.78
C 6.281 3.003 -1.081 0.18 0.06 0.20
C 4.799 1.078 -1.534 -0.41 -0.40 0.11
C 3.834 3.324 -0.973 -0.44 0.05 0.30
H 7.768 -0.438 2.680 -0.03 -0.06 0.08
H 7.251 1.204 3.100 -0.01 -0.02 0.08
H 7.000 0.586 1.471 -0.09 0.04 0.02
H 5.940 -2.198 2.147 0.07 0.02 0.04
H 5.172 -1.073 1.032 -0.06 0.10 -0.21
H 4.237 -1.758 2.352 -0.06 0.04 0.01
H 6.493 -1.533 4.477 0.03 -0.01 -0.05
H 4.793 -1.110 4.747 -0.05 -0.04 -0.07
H 6.045 0.079 5.061 0.06 0.05 -0.05
H 2.599 3.979 4.783 0.05 -0.06 0.02
H 2.201 5.095 3.490 0.03 0.02 -0.09
H 3.445 5.534 4.675 0.05 0.01 -0.02
H 4.837 2.745 4.758 -0.05 -0.03 -0.01
H 5.601 4.340 4.701 -0.06 0.11 -0.02
H 6.017 3.118 3.503 -0.04 -0.02 -0.03
H 3.828 5.481 1.602 -0.08 0.01 0.05
H 5.390 4.669 1.593 0.00 -0.05 0.04
H 5.067 5.937 2.783 -0.01 0.00 0.06
H 7.118 2.332 -0.880 -0.03 -0.08 -0.03
H 6.446 3.906 -0.489 -0.08 0.04 0.00
H 6.298 3.275 -2.137 -0.06 -0.02 -0.04
H 5.573 0.351 -1.275 0.09 0.07 -0.01
H 4.879 1.310 -2.598 0.05 0.07 -0.02
H 3.828 0.602 -1.370 0.02 0.07 0.05
H 3.922 4.206 -0.337 0.08 -0.01 -0.03
H 2.851 2.885 -0.797 0.04 -0.06 0.04
H 3.867 3.645 -2.014 0.06 -0.03 -0.06
O -0.733 -2.150 0.048 -0.41 -0.80 0.19
P -0.460 -3.267 -0.938 0.72 0.92 -0.36
C -1.076 -2.886 -2.588 -0.33 -0.10 0.06
C -1.670 -1.656 -2.838 -0.03 -0.05 0.11
C -2.129 -1.343 -4.105 -0.05 -0.01 -0.09
C -1.999 -2.260 -5.135 0.00 0.02 -0.01
C -1.411 -3.493 -4.894 -0.01 0.01 -0.09
C -0.951 -3.802 -3.627 0.07 -0.16 0.05
C 1.296 -3.606 -1.136 0.07 -0.30 0.20
C 2.230 -2.613 -0.846 -0.25 0.10 0.67
C 3.578 -2.865 -1.033 0.02 -0.21 -0.08
C 4.003 -4.098 -1.503 0.02 0.08 -0.03
C 3.078 -5.093 -1.785 0.12 -0.08 -0.08
C 1.731 -4.847 -1.601 -0.22 -0.06 -0.06
C -1.233 -4.789 -0.376 -0.10 -0.08 -0.10
C -0.653 -5.489 0.678 0.15 0.03 0.10
C -1.231 -6.654 1.147 -0.08 -0.02 0.03
C -2.405 -7.124 0.574 0.00 0.00 -0.01
C -3.001 -6.420 -0.460 -0.03 -0.06 0.09
C -2.420 -5.253 -0.928 -0.11 0.05 -0.11
H -1.771 -0.934 -2.046 -0.02 0.09 0.07
H -2.582 -0.379 -4.288 0.00 0.06 0.01
H -2.354 -2.014 -6.126 -0.01 0.01 -0.04
H -1.306 -4.210 -5.697 0.02 -0.04 -0.02
H -0.491 -4.767 -3.454 0.02 0.00 0.02
H 1.891 -1.633 -0.480 0.65 -0.77 -0.48
H 4.294 -2.095 -0.812 0.12 0.20 0.08
H 5.060 -4.286 -1.646 0.02 -0.01 0.00
H 3.409 -6.058 -2.146 0.00 -0.04 -0.01
H 1.017 -5.633 -1.823 -0.01 -0.01 0.06
H 0.252 -5.117 1.140 0.07 0.01 -0.05
H -0.773 -7.191 1.966 0.03 -0.02 0.04
H -2.861 -8.033 0.943 -0.01 -0.04 0.00
H -3.925 -6.774 -0.895 -0.04 -0.01 -0.03
H -2.908 -4.700 -1.720 0.08 0.03 -0.07
```
Forces are in eV/Å.